[1]
This record from the Open Molecules 2025 dataset describes a structure of composition C15H28N5O3P2PtS2. The level of theory is ωB97M-V/def2-TZVPD.

Output
⟨S²⟩ = 2.008
Spin multiplicity = 3
Frontier orbital gap (alpha / beta) = 8.54 / 6.20 eV
HOMO (alpha / beta) = -10.53 / -10.79 eV
Total charge = +1

Geometry (Å):
Pt: 1.5170 -1.4472 -0.1648
S: 3.7014 -2.2790 0.2511
C: 3.0947 -2.1561 1.8606
N: 1.7914 -2.0565 1.9903
C: 1.3924 -1.9775 3.2838
C: 0.0801 -1.9579 3.7560
C: -0.1300 -1.9164 5.1145
C: 0.9403 -1.8471 6.0118
C: 2.2461 -1.8756 5.5643
C: 2.4683 -1.9708 4.2002
S: 3.9836 -2.1368 3.3532
H: -0.7286 -2.0066 3.0475
H: -1.1379 -1.9496 5.4978
H: 0.7437 -1.7805 7.0722
H: 3.0783 -1.8349 6.2466
C: -2.0427 -2.1540 -2.8640
N: -2.4985 -1.0288 -2.0727
C: -3.6284 -0.3234 -2.6315
P: -1.6100 -0.5179 -0.7951
O: -0.7693 -1.6053 -0.2598
O: -0.6742 0.7023 -1.4326
P: 0.7835 1.1679 -0.9667
O: 1.0837 0.9580 0.4553
N: 0.8724 2.7366 -1.4595
C: 0.0862 3.2695 -2.5517
C: 1.6176 3.7049 -0.6824
N: 1.7948 0.1550 -1.9257
C: 1.4328 -0.1192 -3.3074
C: 3.1917 0.5766 -1.8161
N: -2.5919 0.2499 0.2896
C: -2.7924 -0.4183 1.5665
C: -2.7092 1.6938 0.3624
H: -2.7929 -2.9459 -2.8466
H: -1.1154 -2.5411 -2.4480
H: -1.8802 -1.8558 -3.9035
H: -4.4499 -1.0254 -2.7854
H: -3.3740 0.1219 -3.5993
H: -3.9520 0.4551 -1.9490
H: -0.4417 2.4533 -3.0402
H: 0.7359 3.7656 -3.2787
H: -0.6459 3.9933 -2.1804
H: 2.0983 3.1984 0.1502
H: 0.9573 4.4785 -0.2811
H: 2.3843 4.1842 -1.2967
H: 0.3745 -0.3661 -3.3753
H: 2.0224 -0.9672 -3.6598
H: 1.6472 0.7420 -3.9471
H: 3.4025 0.8543 -0.7803
H: 3.3928 1.4350 -2.4657
H: 3.8447 -0.2470 -2.1107
H: -2.6027 -1.4818 1.4391
H: -3.8245 -0.2736 1.8900
H: -2.1228 -0.0233 2.3359
H: -2.5783 2.1216 -0.6287
H: -1.9599 2.1239 1.0358
H: -3.7047 1.9476 0.7336

[2]
This record from the Open Molecules 2025 dataset describes a cluster of 2 separate species, C6H8N2O2 in total. The level of theory is ωB97M-V/def2-TZVPD.

Output
Frontier orbital gap = 10.09 eV
SMILES = O=c1cc[nH]c(=O)[nH]1.C=C
HOMO = -9.68 eV

Geometry (Å):
O: -3.2148 -2.0063 1.1687
C: -2.1186 -1.6386 0.7232
C: -1.7765 -1.4139 -0.6704
C: -0.6672 -0.7919 -1.0521
N: 0.2808 -0.3124 -0.0636
C: 0.0584 -0.5953 1.2805
O: 0.9078 -0.3427 2.1326
N: -1.2208 -1.1175 1.6244
H: -2.4841 -1.7751 -1.4338
H: -0.4840 -0.4220 -2.0709
H: 1.3073 -0.0837 -0.2618
H: -1.3050 -1.2664 2.6636
C: 1.6318 2.3237 -1.1881
C: 1.9639 1.6400 -0.1194
H: 0.6127 2.7267 -1.2897
H: 2.2970 2.4958 -2.0364
H: 1.2472 1.4083 0.6348
H: 2.9638 1.1712 -0.0418

[3]
This record from the Open Molecules 2025 dataset describes an isolated molecule of C3H3N3O. The level of theory is ωB97M-V/def2-TZVPD.

Output
Frontier orbital gap (alpha / beta) = 8.79 / 8.79 eV
SMILES = Oc1cnncn1
HOMO (alpha / beta) = -9.54 / -9.54 eV

Geometry (Å):
O: 1.6993 -0.5200 0.5509
C: 0.9229 -0.0440 -0.4414
C: 0.4200 1.3006 -0.2809
N: -0.6446 1.1842 0.4651
N: -1.2802 0.0493 0.7175
C: -1.0878 -0.8764 -0.2463
N: 0.0564 -0.9123 -0.9013
H: 0.9518 -0.8164 1.1386
H: 0.8068 2.2650 -0.5815
H: -1.8445 -1.6299 -0.4208

[4]
This record from the Open Molecules 2025 dataset describes a cluster of 2 separate species, C10H13O3 in total. The level of theory is ωB97M-V/def2-TZVPD.

Output
Frontier orbital gap = 6.92 eV
HOMO = -3.81 eV
Total charge = -1

Geometry (Å):
C: -2.0774 -1.7674 0.1472
C: -2.2384 -2.3083 -1.2682
C: -1.2546 -2.9694 0.9546
O: -1.9520 -3.7684 1.5763
O: -0.0205 -2.8300 0.7639
H: -1.2632 -1.0437 0.2539
H: -3.0178 -1.5726 0.6843
H: -1.1994 -2.5001 -1.5994
H: -2.7768 -1.5840 -1.8600
H: -2.6996 -3.3036 -1.2182
C: 0.1465 3.5499 -0.8427
C: 1.3816 -0.0555 -0.4865
C: 0.7314 1.0917 -0.9061
C: 2.0596 0.0358 0.7461
C: 0.7704 2.3195 -0.2066
C: 2.1391 1.2142 1.4520
C: 1.4326 2.3460 1.0045
O: 2.6001 -1.0879 1.3018
H: 1.2329 -0.8813 -1.1686
H: 0.0239 0.9670 -1.7255
H: 2.0983 -1.8286 0.9506
H: 2.6809 1.2909 2.3814
H: -0.5177 3.1654 -1.6172
H: 0.9241 4.3057 -0.9571
H: 1.2433 3.1547 1.7054
H: -0.4472 4.0600 -0.0656

ΔE to the lowest compared entry with this formula, charge and spin in kcal per mole, matching the order above: 14.43, 30.92, 93.82, 34.67